# 1
The following is a quantum chemistry calculation of a 2-piece molecular cluster, C6H17NO overall in a non-equilibrium geometry, from the Open Molecules 2025 dataset.

Element x y z (Å)
1 C 1.750 -0.401 -0.723
2 N 0.360 -0.557 -1.235
3 C -0.706 -1.228 -0.368
4 C -2.216 -0.920 -0.888
5 C -2.609 0.523 -0.878
6 C -3.130 -1.748 -0.121
7 C 1.787 0.536 0.688
8 H 2.441 -0.133 -1.528
9 H 2.004 -1.462 -0.371
10 H -0.109 0.376 -1.314
11 H -0.665 -2.286 -0.179
12 H -0.564 -0.857 0.718
13 H -1.915 -1.119 -1.954
14 H -3.493 0.429 -1.566
15 H -2.973 1.182 0.016
16 H -1.825 1.353 -1.255
17 H -4.193 -1.791 -0.449
18 H -3.054 -1.324 0.840
19 H -2.804 -2.754 -0.099
20 H 1.386 1.535 0.477
21 H 2.783 0.613 1.252
22 H 1.078 0.025 1.280
23 H 5.604 3.337 1.825
24 H 5.296 3.680 3.162
25 O 5.769 2.993 2.671

Its HOMO energy (spin up / spin down) is -13.803 / -13.802 eV. The frontier orbital gap (spin up / spin down) is 11.049 / 5.680 eV. The total charge is +1. The multiplicity is 2. The calculation puts the energy relative to the best compared isomer or geometry (same formula, charge and spin) at 2.815 eV.

Atomic partial charges in e from the Mulliken method, atoms 1 to 5: atom 1 (C): -0.41, atom 2 (N): 0.08, atom 3 (C): -0.83, atom 4 (C): 0.62, atom 5 (C): -1.09

# 2
The following is a quantum chemistry calculation of one molecule with the formula C9H14N2O7 in a non-equilibrium geometry, from the Open Molecules 2025 dataset.

Element x y z (Å)
1 N -0.877 -1.133 -1.393
2 C -2.127 -0.484 -1.022
3 C -2.710 -1.247 0.218
4 C -1.703 -1.117 1.369
5 O -0.971 -2.020 1.705
6 O -1.634 0.021 2.026
7 C -1.868 1.008 -0.683
8 O -2.660 1.665 -0.081
9 N -0.584 1.604 -1.044
10 C 0.523 1.057 -0.139
11 C 1.774 0.657 -0.946
12 C 2.963 0.070 -0.197
13 C 2.607 -1.393 0.099
14 O 2.730 -2.318 -0.638
15 O 1.832 -1.396 1.266
16 C 0.958 2.121 0.794
17 O 1.056 3.278 0.383
18 O 1.396 1.825 2.028
19 H -0.932 -2.121 -1.266
20 H -0.631 -0.892 -2.348
21 H -2.784 -0.603 -1.888
22 H -3.674 -0.860 0.503
23 H -2.844 -2.292 0.052
24 H -2.155 0.741 1.677
25 H -0.654 2.602 -0.871
26 H 0.059 0.240 0.425
27 H 2.048 1.529 -1.555
28 H 1.405 -0.003 -1.683
29 H 3.125 0.628 0.737
30 H 3.888 0.014 -0.822
31 H 1.113 -2.039 1.183
32 H 1.330 0.860 2.113

Its HOMO energy is -10.087 eV. The frontier orbital gap is 10.370 eV. The total charge is 0. The calculation puts the energy relative to the best compared isomer or geometry (same formula, charge and spin) at 1.545 eV.

Atomic partial charges in e from the Mulliken method, atoms 1 to 5: atom 1 (N): -0.43, atom 2 (C): 0.31, atom 3 (C): -1.07, atom 4 (C): 0.63, atom 5 (O): -0.66

# 3
The following is a quantum chemistry calculation of a 8-piece molecular cluster, C66H79N10O6 overall in a non-equilibrium geometry, from the Open Molecules 2025 dataset.

Element x y z (Å)
1 C 10.524 -40.150 11.466
2 N 9.594 -39.038 11.174
3 C 8.808 -38.472 12.071
4 C 7.853 -37.526 11.747
5 C 7.691 -37.071 10.433
6 C 8.569 -37.706 9.522
7 C 9.450 -38.721 9.875
8 C 6.650 -36.139 9.935
9 C 7.152 -35.061 9.176
10 C 6.333 -34.093 8.716
11 N 5.023 -34.090 8.972
12 C 4.516 -35.095 9.635
13 C 5.289 -36.151 10.129
14 C 4.155 -33.062 8.379
15 H 10.902 -40.147 12.515
16 H 11.344 -40.072 10.728
17 H 9.963 -41.050 11.229
18 H 8.991 -38.731 13.085
19 H 7.193 -37.322 12.519
20 H 8.533 -37.440 8.474
21 H 10.026 -39.282 9.158
22 H 8.183 -35.042 8.970
23 H 6.796 -33.435 8.004
24 H 3.449 -34.972 9.804
25 H 4.766 -36.813 10.749
26 H 4.143 -33.140 7.293
27 H 4.450 -32.075 8.658
28 H 3.121 -33.279 8.681
29 C -6.936 -25.573 12.241
30 N -5.721 -25.026 11.642
31 C -4.779 -25.907 11.266
32 C -3.695 -25.404 10.571
33 C -3.463 -24.032 10.260
34 C -4.487 -23.194 10.764
35 C -5.605 -23.763 11.374
36 C -2.266 -23.492 9.506
37 C -1.183 -24.202 9.137
38 C -0.225 -23.700 8.252
39 N -0.336 -22.415 7.854
40 C -1.373 -21.634 8.277
41 C -2.368 -22.159 9.037
42 C 0.765 -21.711 7.222
43 H -6.628 -26.360 12.935
44 H -7.576 -26.077 11.442
45 H -7.522 -24.838 12.683
46 H -4.951 -26.939 11.550
47 H -2.899 -26.180 10.462
48 H -4.548 -22.132 10.657
49 H -6.457 -23.213 11.698
50 H -1.057 -25.155 9.618
51 H 0.624 -24.288 7.931
52 H -1.298 -20.600 8.034
53 H -3.166 -21.608 9.428
54 H 0.386 -20.850 6.643
55 H 1.453 -22.365 6.643
56 H 1.356 -21.253 8.010
57 C -1.387 -22.246 -4.327
58 N -0.995 -22.555 -2.905
59 C 0.295 -22.903 -2.669
60 C 0.593 -23.455 -1.424
61 C -0.341 -23.610 -0.400
62 C -1.585 -23.138 -0.744
63 C -1.943 -22.660 -2.009
64 C 0.108 -24.268 0.877
65 C 1.198 -23.705 1.568
66 C 1.744 -24.284 2.664
67 N 1.295 -25.487 3.047
68 C 0.260 -26.080 2.393
69 C -0.375 -25.456 1.332
70 C 1.937 -26.237 4.230
71 H -1.831 -21.233 -4.283
72 H -2.084 -22.859 -4.768
73 H -0.410 -22.175 -4.908
74 H 0.971 -22.625 -3.518
75 H 1.530 -23.848 -1.124
76 H -2.440 -23.115 0.003
77 H -2.938 -22.207 -2.255
78 H 1.614 -22.803 1.184
79 H 2.536 -23.840 3.296
80 H -0.071 -27.070 2.723
81 H -1.259 -25.903 0.915
82 H 1.110 -26.755 4.702
83 H 2.388 -25.511 4.892
84 H 2.643 -26.919 3.762
85 C 6.392 -19.980 6.965
86 N 7.315 -20.732 7.819
87 C 8.578 -20.287 7.808
88 C 9.547 -20.992 8.477
89 C 9.152 -22.058 9.327
90 C 7.840 -22.476 9.281
91 C 6.910 -21.776 8.506
92 C 10.166 -22.478 10.367
93 C 10.466 -23.784 10.622
94 C 11.363 -24.065 11.641
95 N 11.911 -23.068 12.305
96 C 11.620 -21.773 12.086
97 C 10.843 -21.482 11.034
98 C 12.965 -23.343 13.314
99 H 5.309 -20.261 7.073
100 H 6.649 -20.230 5.961
101 H 6.476 -18.917 7.094
102 H 8.701 -19.366 7.281
103 H 10.559 -20.649 8.442
104 H 7.558 -23.397 9.806
105 H 5.953 -22.180 8.247
106 H 9.927 -24.617 10.181
107 H 11.746 -25.067 11.894
108 H 12.000 -20.973 12.716
109 H 10.708 -20.466 10.782
110 H 12.905 -24.418 13.478
111 H 12.664 -22.741 14.183
112 H 13.976 -23.092 12.927
113 C 5.754 -23.520 25.746
114 N 5.575 -22.992 24.347
115 C 6.698 -22.941 23.543
116 C 6.588 -22.339 22.341
117 C 5.358 -21.893 21.847
118 C 4.258 -22.096 22.703
119 C 4.409 -22.608 23.958
120 C 5.369 -21.504 20.396
121 C 6.056 -20.332 20.042
122 C 6.215 -20.168 18.686
123 N 5.606 -20.998 17.785
124 C 4.877 -22.014 18.161
125 C 4.782 -22.313 19.458
126 C 5.926 -20.708 16.361
127 H 6.773 -23.204 26.122
128 H 5.815 -24.590 25.848
129 H 4.966 -23.141 26.417
130 H 7.609 -23.470 23.895
131 H 7.465 -22.188 21.665
132 H 3.284 -21.803 22.390
133 H 3.522 -22.682 24.604
134 H 6.344 -19.586 20.790
135 H 6.745 -19.329 18.304
136 H 4.343 -22.504 17.326
137 H 4.384 -23.254 19.836
138 H 5.090 -21.125 15.791
139 H 6.848 -21.241 16.121
140 H 5.875 -19.626 16.217
141 C -1.511 -27.806 7.509
142 C -0.308 -26.901 7.668
143 O 0.178 -26.819 8.847
144 O 0.145 -26.316 6.645
145 H -1.112 -28.782 7.409
146 H -2.087 -27.526 6.605
147 H -2.168 -27.836 8.377
148 C 4.315 -24.936 7.314
149 C 3.700 -23.589 6.842
150 O 2.634 -23.693 6.164
151 O 4.220 -22.478 7.149
152 H 4.739 -25.405 6.409
153 H 3.469 -25.562 7.663
154 H 5.077 -24.829 8.052
155 C 8.950 -23.539 14.409
156 C 9.440 -22.184 14.867
157 O 8.638 -21.268 15.315
158 O 10.636 -21.884 14.770
159 H 7.880 -23.613 14.506
160 H 9.511 -24.244 14.926
161 H 9.119 -23.564 13.365

Its HOMO energy is -16.361 eV. The frontier orbital gap is 4.345 eV. The total charge is +7.

Atomic partial charges in e from the Mulliken method, atoms 1 to 5: atom 1 (C): -0.78, atom 2 (N): 0.00, atom 3 (C): -0.08, atom 4 (C): -0.80, atom 5 (C): 0.74

# 4
The following is a quantum chemistry calculation of C3H8CsO as an isolated structure in a non-equilibrium geometry, from the Open Molecules 2025 dataset.

Element x y z (Å)
1 Cs -0.019 2.791 -1.872
2 C 1.298 0.195 0.588
3 C 0.156 -0.584 -0.095
4 C -1.207 -0.336 0.499
5 O 0.166 -0.144 -1.438
6 H 0.982 1.221 0.776
7 H 2.168 0.189 -0.068
8 H 1.530 -0.248 1.556
9 H 0.245 -1.668 -0.022
10 H -1.363 0.723 0.705
11 H -1.427 -0.836 1.442
12 H -2.013 -0.707 -0.134
13 H -0.517 -0.597 -1.937

Its HOMO energy (spin up / spin down) is -21.754 / -21.698 eV. The frontier orbital gap (spin up / spin down) is 14.384 / 7.399 eV. The total charge is +2. The multiplicity is 2. The calculation puts the energy relative to the best compared isomer or geometry (same formula, charge and spin) at 0.142 eV.

Atomic partial charges in e from the Mulliken method, atoms 1 to 5: atom 1 (Cs): 1.06, atom 2 (C): -1.09, atom 3 (C): 0.46, atom 4 (C): -1.08, atom 5 (O): -0.21

# 5
The following is a quantum chemistry calculation of a 2-piece molecular cluster, C3H8FNO overall in a non-equilibrium geometry, from the Open Molecules 2025 dataset.

Element x y z (Å)
1 C -1.677 -0.569 -0.691
2 C 1.095 1.507 0.616
3 C -0.292 -0.247 -0.178
4 N 0.421 -1.372 0.107
5 O -0.210 0.880 0.451
6 F 0.902 0.392 -1.851
7 H -1.607 -1.579 -1.232
8 H -2.389 -0.573 0.050
9 H -2.056 0.266 -1.449
10 H 0.754 2.439 1.086
11 H 1.594 1.453 -0.318
12 H 1.570 0.981 1.406
13 H 0.163 -2.113 -0.537
14 H 1.079 -1.512 0.846

Its HOMO energy is -9.409 eV. The frontier orbital gap is 10.012 eV. The total charge is 0. The calculation puts the energy relative to the best compared isomer or geometry (same formula, charge and spin) at 2.463 eV.

Atomic partial charges in e from the Mulliken method, atoms 1 to 5: atom 1 (C): -1.19, atom 2 (C): -0.77, atom 3 (C): 1.11, atom 4 (N): -0.34, atom 5 (O): -0.31

# 6
The following is a quantum chemistry calculation of one molecule with the formula C25H24N4O4, from the Open Molecules 2025 dataset.

Element x y z (Å)
1 C -7.193 -2.420 0.689
2 O -5.814 -2.603 0.461
3 C -5.166 -1.500 -0.116
4 C -4.960 -0.341 0.883
5 N -3.983 0.617 0.401
6 C -2.625 0.374 0.483
7 N -2.198 -0.818 0.976
8 C -1.732 1.315 0.018
9 N -0.320 1.125 0.015
10 C 0.356 1.334 -1.263
11 C 1.269 0.184 -1.600
12 C 0.825 -1.124 -1.454
13 C 1.669 -2.184 -1.730
14 C 2.963 -1.948 -2.162
15 C 3.404 -0.647 -2.333
16 C 2.559 0.413 -2.058
17 C 0.367 0.808 1.133
18 O -0.189 0.454 2.170
19 C 1.854 0.877 1.036
20 C 2.487 2.124 0.861
21 C 3.847 2.194 0.768
22 C 4.639 1.028 0.830
23 C 6.041 1.064 0.685
24 C 6.779 -0.085 0.746
25 C 6.150 -1.322 0.961
26 C 4.793 -1.389 1.111
27 C 4.004 -0.223 1.047
28 C 2.602 -0.263 1.172
29 C -2.185 2.576 -0.506
30 O -1.489 3.494 -0.893
31 N -3.574 2.687 -0.566
32 C -4.503 1.777 -0.159
33 O -5.693 1.965 -0.264
34 H -7.581 -3.390 0.993
35 H -7.702 -2.092 -0.224
36 H -7.383 -1.690 1.483
37 H -4.197 -1.877 -0.456
38 H -5.723 -1.128 -0.987
39 H -4.664 -0.734 1.860
40 H -5.894 0.214 1.002
41 H -1.343 -0.722 1.529
42 H -2.889 -1.418 1.397
43 H 0.908 2.277 -1.261
44 H -0.421 1.414 -2.028
45 H -0.182 -1.311 -1.106
46 H 1.317 -3.198 -1.604
47 H 3.626 -2.775 -2.366
48 H 4.411 -0.457 -2.672
49 H 2.909 1.427 -2.184
50 H 1.884 3.019 0.814
51 H 4.337 3.148 0.636
52 H 6.521 2.018 0.521
53 H 7.852 -0.050 0.631
54 H 6.750 -2.219 1.006
55 H 4.302 -2.338 1.275
56 H 2.116 -1.214 1.337
57 H -3.938 3.557 -0.937

Its HOMO energy is -8.282 eV. The frontier orbital gap is 8.665 eV. The total charge is 0. The calculation puts the energy relative to the best compared isomer or geometry (same formula, charge and spin) at 0.014 eV.

Atomic partial charges in e from the Mulliken method, atoms 1 to 5: atom 1 (C): -0.69, atom 2 (O): -0.38, atom 3 (C): -0.17, atom 4 (C): -1.67, atom 5 (N): 0.14

# 7
The following is a quantum chemistry calculation of a 2-piece molecular cluster, C3H12N2O2 overall in a non-equilibrium geometry, from the Open Molecules 2025 dataset.

Element x y z (Å)
1 N -0.645 -0.382 1.997
2 C 0.718 0.100 1.783
3 C 1.320 -0.447 0.406
4 N 0.244 -0.509 -0.580
5 C 0.450 -1.016 -1.953
6 O 0.568 -0.079 -2.993
7 H -0.567 -1.425 1.897
8 H -1.304 -0.081 1.293
9 H 1.244 -0.283 2.794
10 H 0.585 1.185 1.795
11 H 2.287 0.219 0.114
12 H 1.611 -1.553 0.560
13 H -0.214 0.420 -0.665
14 H 1.360 -1.616 -2.194
15 H -0.462 -1.654 -1.947
16 H 0.212 0.725 -2.875
17 O -2.646 1.979 -0.158
18 H -2.800 1.807 0.721
19 H -1.959 2.611 0.005

Its HOMO energy is -8.930 eV. The frontier orbital gap is 9.434 eV. The total charge is 0. The calculation puts the energy relative to the best compared isomer or geometry (same formula, charge and spin) at 3.005 eV.

Atomic partial charges in e from the Mulliken method, atoms 1 to 5: atom 1 (N): -0.63, atom 2 (C): -0.57, atom 3 (C): -0.47, atom 4 (N): -0.09, atom 5 (C): -0.33

Number 1: calculated total energy -10024.40447 eV. Number 2: calculated total energy -26873.69019 eV. Number 3: calculated total energy -96838.24950 eV. Number 4: calculated total energy -5816.63512 eV. Number 5: calculated total energy -9493.75986 eV. Number 6: calculated total energy -40466.95145 eV. Number 7: calculated total energy -10378.54506 eV.